w.
187
Properties=species:S:1:pos:R:3:mulliken_charge:R:1 method="wB97M-V/def2-TZVPD" lumo_ev=0.5
O 11.89 -17.35 28.64 -0.397
O 13.19 -21.19 23.18 1.896
O 16.57 -19.57 27.25 -0.473
O 16.71 -25.01 17.75 -0.192
O 14.64 -28.81 19.42 -0.269
O 12.10 -27.08 22.42 0.351
O 8.19 -23.94 27.88 -0.369
O 16.90 -24.79 26.69 -0.472
O 14.07 -27.53 27.29 -0.522
O 14.38 -15.62 21.89 -0.265
O 17.76 -18.61 21.32 -0.083
N 15.82 -18.38 23.81 0.189
N 9.47 -28.07 21.61 -0.742
N 20.02 -23.98 16.22 -0.730
N 13.79 -23.48 25.25 0.477
N 11.14 -23.73 21.45 -0.782
N 12.37 -20.82 27.42 0.321
N 13.92 -26.00 17.09 -0.761
N 10.43 -23.12 26.70 0.074
N 11.63 -25.40 25.78 0.747
N 16.94 -15.62 20.18 -0.682
N 16.26 -20.99 21.54 -0.446
C 12.46 -27.74 17.94 -1.466
C 16.57 -18.78 20.59 -1.530
C 12.35 -23.10 22.11 2.556
C 15.82 -18.82 26.28 0.456
C 9.92 -27.91 22.97 0.857
C 12.99 -27.44 26.36 -0.652
C 14.78 -20.31 19.71 -1.359
C 15.03 -27.89 18.41 -0.623
C 15.21 -23.65 25.33 0.942
C 18.01 -25.09 17.16 -1.169
C 9.09 -28.98 23.82 -1.627
C 13.79 -26.98 18.16 2.146
C 11.70 -19.53 27.54 0.176
C 16.66 -13.31 19.99 -1.486
C 15.88 -19.86 28.53 -0.272
C 16.16 -20.19 20.34 1.297
C 15.94 -22.34 25.23 -1.800
C 16.58 -18.83 24.97 0.991
C 11.97 -26.41 26.80 0.204
C 12.21 -21.54 22.25 -1.800
C 15.55 -24.45 26.65 -0.479
C 12.65 -18.54 28.37 -0.466
C 16.70 -24.23 18.99 -0.468
C 13.48 -27.55 22.12 -0.254
C 13.14 -16.28 21.69 -0.659
C 13.59 -23.54 21.30 -0.922
C 14.72 -14.79 20.78 -0.947
C 7.24 -24.88 28.42 -0.795
C 9.18 -22.84 25.98 0.724
C 18.77 -23.68 16.87 0.599
C 17.89 -18.09 25.06 -1.941
C 17.15 -25.52 27.89 -0.812
C 10.44 -19.93 28.37 -1.194
C 9.49 -22.94 24.48 -0.785
C 18.97 -19.11 20.71 -1.033
C 8.15 -23.93 26.40 -0.855
C 12.54 -16.51 29.64 -0.776
C 17.84 -22.85 15.94 -1.230
C 15.66 -29.81 19.69 -0.902
C 10.67 -26.95 27.41 -1.350
C 15.15 -28.39 26.78 -0.910
C 11.45 -28.11 23.13 -0.598
C 16.23 -14.53 20.81 0.577
C 13.12 -19.85 23.53 -0.569
H 12.45 -28.51 17.17 0.348
H 16.81 -23.07 16.21 0.233
H 10.07 -27.48 21.04 0.251
H 18.15 -25.89 28.10 0.352
H 10.34 -22.31 24.23 -0.052
H 7.13 -23.61 26.17 0.592
H 10.17 -23.45 27.62 0.405
H 8.50 -27.77 21.59 0.286
H 13.63 -16.48 29.55 0.280
H 15.44 -29.10 27.55 0.332
H 16.71 -23.18 18.70 0.157
H 12.23 -21.07 21.27 0.170
H 16.07 -27.91 26.45 0.297
H 17.00 -22.59 25.16 0.675
H 16.62 -14.52 21.82 0.275
H 17.87 -17.06 25.40 0.386
H 15.80 -21.66 26.07 0.197
H 15.77 -18.94 29.10 0.237
H 16.66 -29.62 19.30 0.363
H 18.93 -19.07 19.62 0.370
H 11.67 -29.09 22.69 0.718
H 17.90 -15.33 20.16 0.224
H 17.69 -13.17 20.32 0.465
H 14.44 -15.18 19.80 0.397
H 14.71 -25.41 17.30 0.171
H 10.26 -23.62 21.93 0.403
H 14.87 -19.97 18.68 0.686
H 9.85 -26.29 27.67 0.163
H 11.38 -24.69 21.29 0.229
H 10.89 -27.44 28.36 0.492
H 13.53 -24.62 21.45 -0.214
H 12.15 -19.40 23.72 0.402
H 16.38 -18.64 23.01 -0.489
H 9.02 -29.99 23.42 0.356
H 9.57 -26.94 23.31 -0.071
H 14.14 -26.50 16.24 0.314
H 8.54 -24.89 26.06 0.088
H 10.77 -23.95 26.25 -0.220
H 7.40 -25.93 28.18 0.282
H 13.59 -18.33 27.85 0.227
H 16.45 -20.66 29.00 0.332
H 16.88 -20.58 22.23 0.318
H 16.46 -13.40 18.92 0.308
H 13.56 -19.25 22.73 -0.138
H 15.63 -24.22 24.49 0.521
H 17.20 -24.77 28.67 0.325
H 13.82 -27.00 21.24 -0.633
H 13.52 -23.25 20.25 0.321
H 16.82 -16.54 20.58 0.141
H 11.26 -21.20 22.67 0.474
H 8.06 -28.63 23.89 0.415
H 18.04 -21.85 16.32 0.292
H 14.83 -19.26 26.20 -0.805
H 9.85 -19.12 28.79 0.391
H 14.87 -29.05 25.96 0.360
H 11.76 -26.97 17.62 0.460
H 11.71 -28.27 24.18 -0.333
H 15.19 -23.85 27.49 0.430
H 12.39 -25.76 27.57 0.385
H 15.51 -21.79 24.39 0.127
H 9.77 -23.93 24.14 -0.491
H 10.73 -20.51 29.25 0.361
H 12.36 -23.49 23.12 -1.116
H 16.51 -18.16 19.70 1.012
H 10.21 -27.72 26.79 0.038
H 15.62 -17.82 26.65 0.696
H 14.53 -23.19 21.71 0.196
H 13.99 -19.69 20.15 0.114
H 15.79 -27.24 18.83 0.369
H 18.92 -23.25 17.86 0.365
H 12.34 -15.61 21.37 0.484
H 15.34 -30.74 19.24 0.319
H 13.91 -22.93 24.40 -1.105
H 13.99 -27.16 23.00 0.135
H 16.86 -19.86 24.78 -0.054
H 15.37 -21.01 22.01 -0.397
H 20.44 -23.07 16.11 0.261
H 17.51 -24.42 19.68 0.497
H 12.83 -16.74 22.63 0.055
H 16.92 -20.50 19.62 0.166
H 13.64 -19.84 24.48 -0.449
H 18.27 -18.06 24.03 0.333
H 9.74 -20.44 27.71 0.109
H 15.39 -28.44 17.54 0.515
H 11.66 -21.37 26.94 -0.547
H 8.59 -22.68 23.91 0.626
H 16.54 -26.33 28.30 0.260
H 15.81 -24.41 19.60 -0.119
H 13.24 -17.09 20.97 0.264
H 12.68 -28.47 26.18 0.848
H 13.59 -22.71 25.87 -0.461
H 12.18 -15.49 29.51 0.277
H 7.30 -24.66 29.49 0.241
H 13.56 -28.64 22.02 0.523
H 15.75 -29.89 20.78 0.233
H 12.37 -16.92 30.63 0.302
H 15.78 -17.37 23.73 0.169
H 14.92 -25.33 26.82 -0.160
H 12.44 -24.83 25.58 -0.179
H 13.38 -27.13 25.39 0.203
H 12.14 -28.17 18.89 0.254
H 18.64 -25.83 17.65 0.459
H 14.89 -20.24 28.26 -0.177
H 20.58 -24.61 16.77 0.227
H 15.85 -18.30 21.25 0.059
H 8.88 -21.80 26.12 0.430
H 18.48 -18.73 25.72 0.467
H 13.79 -26.48 19.12 -1.316
H 19.89 -18.72 21.15 0.287
H 16.07 -12.52 20.45 0.379
H 14.53 -21.35 19.54 0.045
H 12.86 -19.15 29.25 0.307
H 12.42 -21.30 28.31 0.325
H 17.95 -25.64 16.22 0.332
H 18.17 -22.94 14.91 0.426
H 19.14 -20.18 20.83 0.359
H 11.41 -19.10 26.58 0.390
H 9.36 -28.97 24.87 0.307
H 11.49 -25.78 24.86 -0.344
H 14.25 -13.82 20.92 0.434
H 6.23 -24.70 28.03 0.319



x.
187
Properties=species:S:1:pos:R:3:mulliken_charge:R:1 method="wB97M-V/def2-TZVPD" lumo_ev=0.3
O 1.24 -8.34 2.81 -0.402
O 1.54 -4.32 6.83 -0.319
O -2.89 1.03 1.98 0.028
O -1.99 6.63 -1.02 -0.277
O 3.20 -0.81 -5.57 -0.254
O -1.64 -3.68 -1.91 -0.132
O 0.51 -2.12 0.45 -0.506
O -2.53 3.79 -3.50 -0.445
O 1.97 2.69 0.66 0.158
O 5.89 3.01 -6.90 -0.398
O -2.37 -6.93 4.16 -0.206
N -2.33 -0.96 -3.16 -0.127
N 2.01 1.22 -4.04 0.385
N -0.79 -4.36 4.50 0.004
N 0.60 5.88 -3.79 -0.288
N 0.49 -0.32 -1.93 -0.542
N 1.39 -8.59 6.43 -0.689
N 3.39 4.02 -4.30 0.100
N -0.09 -0.85 7.67 -0.840
N 4.68 3.90 -1.73 -0.796
N -1.20 3.62 2.62 -0.691
N -4.43 5.76 -2.09 -0.625
C -0.33 -0.96 0.31 0.412
C 4.32 4.27 -5.41 0.417
C -4.41 6.64 -0.89 0.051
C 0.90 -7.35 1.81 -0.647
C -2.85 -7.92 3.29 -0.784
C -5.88 6.42 -0.16 -1.419
C 2.63 3.10 1.87 -0.884
C 6.32 1.70 -7.31 -0.664
C 5.27 3.05 -5.64 0.289
C 1.61 -1.29 6.01 -1.565
C 1.39 0.88 -5.38 0.316
C -2.80 -3.17 4.92 -1.407
C 5.00 5.65 -5.10 -1.709
C -2.74 1.74 3.19 -1.336
C -0.59 1.31 -0.71 0.675
C -3.11 6.50 -0.08 -0.223
C 1.16 -9.03 5.00 0.109
C 1.80 -0.54 -5.80 -1.070
C -0.19 -3.07 1.26 -0.400
C 1.06 -3.24 7.67 -0.933
C -0.69 5.33 -4.06 0.366
C -1.33 2.38 3.30 1.492
C -4.15 0.35 1.94 -0.603
C -0.21 -9.82 4.90 -1.290
C 2.88 2.69 -0.53 -0.753
C -0.85 5.43 -5.61 -1.579
C 2.96 5.29 -0.97 -0.878
C 1.65 1.88 -6.59 -0.718
C -2.18 -4.62 4.95 0.922
C -0.92 2.69 4.79 -1.660
C 3.53 -2.18 -5.74 -0.880
C -4.73 -1.43 -2.76 -1.606
C -0.77 6.54 -0.22 -0.623
C 1.98 -5.43 7.63 -0.796
C 0.60 -1.99 6.88 2.053
C -2.81 -5.58 3.93 -1.156
C -1.04 3.97 -3.45 0.598
C 0.34 0.12 -0.53 0.549
C -3.17 2.67 -2.88 -0.802
C -3.18 -1.75 -2.32 1.186
C 3.72 4.06 -0.63 -0.087
C -2.94 -3.31 -2.38 -1.004
C 1.33 -7.81 4.09 0.489
C -1.17 -4.96 -2.39 -1.107
H -0.25 4.73 -6.20 0.087
H 2.54 -1.29 6.57 0.355
H 0.62 -7.05 4.44 -0.423
H 1.73 -6.68 1.58 0.355
H -0.57 -0.53 1.28 0.441
H 0.01 -6.73 1.94 0.098
H -1.46 5.99 -3.68 0.202
H 5.67 5.88 -5.93 0.462
H -4.98 -1.81 -3.75 0.467
H -0.37 -5.25 4.28 -0.126
H -3.17 -1.47 -1.27 -0.684
H 0.67 6.81 -4.18 0.313
H 0.44 -3.89 1.60 0.214
H 4.29 4.06 -2.64 0.380
H -0.67 6.47 -5.86 0.492
H 0.75 -1.29 -1.92 0.264
H -0.77 7.23 0.63 0.497
H -0.73 5.53 0.17 0.103
H -1.49 0.97 -1.22 0.455
H 5.52 0.96 -7.32 0.234
H -0.30 -10.24 3.89 0.361
H 3.58 2.61 2.08 0.383
H -0.07 2.10 -1.25 -0.519
H -2.97 1.08 4.03 0.444
H -2.57 -1.11 -4.13 0.318
H 0.34 0.88 -5.08 0.246
H 3.29 -2.41 -6.78 0.358
H -2.96 2.56 -1.82 0.175
H 2.74 -6.02 7.11 0.180
H 2.73 2.01 -6.69 0.044
H -1.04 3.26 1.69 -0.031
H 1.17 -1.21 -5.21 0.341
H -0.54 3.20 -4.05 -0.106
H -0.11 -10.59 5.67 0.451
H -4.69 4.81 -1.87 0.269
H -2.69 -5.25 2.89 0.312
H -3.20 7.19 0.75 0.355
H 0.19 6.64 -0.72 0.142
H -3.85 -3.35 5.16 0.524
H -4.41 7.68 -1.22 0.367
H 2.92 3.13 -4.32 -0.124
H -6.70 6.49 -0.87 0.373
H 2.46 5.42 -0.01 0.317
H 2.97 0.90 -4.04 0.256
H -0.65 -2.60 2.12 0.179
H 1.26 1.53 -7.55 0.508
H -0.94 -3.49 0.58 0.053
H -4.33 -0.37 2.74 0.273
H -2.73 -8.84 3.87 0.198
H -2.75 -2.65 3.97 0.083
H -0.29 -1.07 8.64 0.207
H -3.89 -5.54 4.08 0.435
H 5.64 5.56 -4.23 0.316
H 1.16 -6.06 7.98 0.320
H 0.59 -0.11 7.65 0.249
H 1.95 2.84 2.68 0.035
H -0.72 3.95 -2.41 -0.061
H -1.42 -5.13 -3.44 0.408
H 5.97 2.96 -4.81 0.381
H -0.94 1.81 0.19 -1.010
H -4.24 2.82 -3.02 0.420
H -0.51 -0.26 -2.09 -0.381
H -4.18 -0.12 0.96 0.004
H -0.78 1.81 5.41 0.350
H 2.33 -7.42 4.25 0.403
H 6.61 1.93 -8.34 0.277
H -0.28 -2.32 6.33 -1.073
H 1.37 -0.28 5.66 0.495
H 2.32 -8.25 6.59 0.261
H 0.70 -7.93 6.76 0.227
H -1.18 -9.40 5.15 0.094
H 3.08 -2.87 -5.02 0.264
H 1.84 -2.89 8.35 0.532
H 2.31 5.17 -1.84 -0.075
H -1.69 3.27 5.30 0.405
H 3.37 1.73 -0.50 0.637
H -3.88 -7.95 2.93 0.387
H 2.58 -5.14 8.50 0.418
H 0.62 6.08 -2.80 -0.180
H 1.26 2.89 -6.48 -0.294
H 3.65 4.44 -6.25 0.308
H 0.37 -3.52 8.46 0.397
H 4.65 2.16 -5.76 -0.371
H -0.07 3.36 4.83 0.457
H 3.58 6.18 -1.06 0.392
H -5.04 0.94 1.71 0.311
H 1.46 0.67 -3.39 -0.049
H -5.98 7.14 0.64 0.406
H 4.91 2.94 -1.52 0.286
H -1.87 5.19 -5.91 0.332
H 0.71 -7.91 0.90 0.367
H 2.00 -9.71 4.89 0.370
H -5.94 5.42 0.26 0.320
H -3.48 5.72 -2.42 0.171
H -0.30 -4.23 5.37 -0.280
H 4.35 4.28 0.23 0.655
H 2.89 4.16 1.76 0.319
H -0.33 4.08 2.85 0.290
H -3.43 5.47 0.11 0.053
H 1.30 0.50 -0.18 0.372
H 1.95 -1.96 5.22 0.359
H 7.24 1.38 -6.83 0.284
H 4.61 -2.24 -5.76 0.252
H 4.33 6.51 -5.00 0.330
H -3.49 2.52 3.35 0.370
H -4.84 -0.35 -2.67 0.336
H 1.48 -0.85 -6.79 0.513
H -0.09 -4.90 -2.54 0.365
H -2.86 1.82 -3.48 0.417
H -0.73 1.58 2.86 -0.203
H -1.25 -1.31 -0.16 -0.608
H -2.31 -4.99 5.97 0.284
H -1.57 -5.93 -2.09 0.374
H -3.13 -3.56 -3.42 0.418
H -5.42 -1.90 -2.05 0.406
H -3.69 -3.77 -1.73 0.356
H -2.23 -7.93 2.39 0.270
H 2.29 2.58 -1.44 0.016
H -1.48 -1.50 -3.14 0.136
H -2.44 -2.61 5.78 0.440
H 2.55 4.58 -4.21 -0.060



y.
187
Properties=species:S:1:pos:R:3:mulliken_charge:R:1 method="wB97M-V/def2-TZVPD" lumo_ev=0.6
O 0.09 -3.01 -5.45 -0.335
O -4.06 3.88 -3.26 -0.373
O 2.22 5.18 6.56 -0.391
O -6.75 0.53 2.51 -0.420
O 0.91 -4.89 -0.14 -0.450
O 4.70 3.03 1.13 -0.005
O -0.24 -0.86 4.41 0.050
O 1.08 0.02 -0.28 0.706
O 5.32 -1.00 -4.05 -0.316
O 4.33 -2.66 3.28 -0.415
O -5.69 -0.97 -4.24 -0.297
N -2.37 -0.64 7.41 -0.734
N -1.31 5.20 -1.21 -0.371
N 1.99 5.42 0.11 -0.497
N -2.28 -1.97 -3.34 -0.721
N -2.42 -3.55 -6.57 -0.484
N -4.64 -2.50 1.80 -0.653
N 4.10 -0.04 0.64 0.357
N -2.19 -2.86 -0.15 -0.063
N 0.60 4.60 3.33 -0.327
N -0.97 -0.50 1.56 -0.052
N 6.59 -1.59 -0.63 -0.723
C -1.29 3.74 -3.18 -1.020
C 6.28 -1.98 -2.03 0.313
C 1.76 5.40 5.20 -0.752
C -3.55 0.08 -2.65 0.235
C -1.21 -4.17 -7.11 -0.030
C 2.78 4.15 0.14 2.261
C -5.39 3.30 -3.04 -0.537
C -4.82 -0.28 0.56 -0.581
C -0.10 -4.11 -0.70 0.498
C 3.83 -2.15 2.03 -0.288
C 3.80 -3.91 3.60 -0.604
C 1.91 -5.15 -1.08 -0.399
C -2.12 -0.91 5.99 1.029
C 1.19 -3.20 -4.47 -0.799
C -1.05 0.67 0.67 3.039
C 0.60 -0.44 -1.49 -0.477
C 2.47 3.23 4.15 -0.561
C -3.64 -1.37 -3.15 0.667
C 5.49 0.16 -4.87 -0.800
C -1.81 1.85 1.37 -1.365
C -0.22 -4.27 -5.96 -0.782
C 5.42 -3.24 -2.05 -0.976
C 4.09 4.27 0.83 -1.306
C 3.38 0.10 3.03 -0.532
C -4.98 -0.98 1.89 2.781
C -3.37 4.16 -2.05 -0.101
C 4.24 -0.66 1.97 0.039
C -2.07 4.83 -2.34 0.228
C 0.40 -2.08 4.54 -0.762
C 0.33 1.12 0.24 0.503
C -3.02 0.00 5.18 -0.965
C -4.40 -1.49 -4.45 -1.029
C 3.53 5.74 6.76 -0.630
C 6.01 3.05 1.71 -0.871
C -1.25 -3.94 0.27 0.603
C 1.26 4.12 4.54 0.492
C -6.34 -0.80 2.47 -1.248
C -2.06 -5.29 0.43 -1.693
C -0.72 -0.46 5.67 -1.463
C -0.54 -3.22 -8.12 -1.268
C 2.83 3.49 -1.21 -0.960
C -6.20 1.27 3.57 -0.411
C -6.59 -1.23 -5.29 -0.841
C 5.67 -0.73 -2.66 -0.205
H -3.78 -0.46 0.18 -0.883
H -2.83 1.48 1.60 0.124
H -0.60 -4.98 -5.18 0.330
H 2.73 -2.30 1.91 -0.161
H 0.52 3.57 5.14 0.273
H 4.49 -3.11 -1.46 -0.233
H 4.28 -2.59 1.16 0.590
H 2.18 3.48 0.82 -1.035
H -0.44 -4.56 -1.63 0.213
H -5.49 -0.58 -0.21 0.681
H -6.60 2.30 3.47 0.278
H -1.68 -1.43 -3.95 0.202
H -2.69 0.57 -3.12 0.297
H 6.71 3.66 1.21 0.414
H -4.16 -2.00 -2.43 0.138
H 3.62 6.78 6.42 0.285
H -3.11 3.16 -1.64 -0.271
H -1.46 6.11 -0.73 0.236
H 2.05 2.37 3.72 -0.197
H -2.76 -0.07 4.08 -0.193
H 3.17 0.16 0.33 -0.598
H 1.65 -5.96 -1.77 0.331
H -4.23 -0.59 2.52 -1.575
H -5.73 2.98 -4.03 0.207
H -6.73 -2.32 -5.46 0.326
H -6.29 -0.86 -6.29 0.310
H 7.16 -0.77 -0.78 0.261
H -2.99 -5.19 1.04 0.351
H -5.51 -3.00 1.56 0.332
H 1.32 -1.86 5.10 0.346
H -1.35 2.14 2.36 -0.003
H 4.79 -0.50 -2.04 -0.088
H -0.18 -2.83 5.12 0.298
H 3.04 2.45 -1.00 0.032
H -1.77 -2.06 0.29 -0.117
H 2.42 6.30 -0.06 0.217
H -0.60 0.63 5.74 0.096
H 3.85 5.67 7.81 0.264
H -2.28 -1.96 5.71 0.308
H 0.86 1.48 1.12 -1.494
H 4.75 4.95 0.21 0.336
H -4.39 0.73 -2.97 0.164
H 5.99 3.21 2.80 0.269
H -3.33 -0.76 7.63 0.261
H 5.70 -1.25 -0.31 0.189
H -0.72 -0.28 2.53 0.072
H 3.94 4.87 1.73 0.330
H 0.37 -3.16 -0.97 -0.256
H 2.83 -3.85 4.07 0.156
H -1.91 -1.38 7.90 0.247
H -4.03 -0.41 5.23 0.380
H 3.73 1.16 2.89 -0.041
H -0.30 5.16 -1.35 0.110
H -0.16 5.18 3.63 0.283
H 0.74 -2.46 3.59 -0.151
H 2.30 0.13 2.83 -0.193
H -2.37 -2.87 -3.71 0.302
H -2.17 -2.69 -1.13 0.058
H -3.93 -0.87 -5.19 0.450
H -2.18 -2.63 -6.18 0.115
H 1.91 -3.72 -5.09 0.497
H 4.26 5.11 6.19 0.234
H 0.00 -0.77 6.40 0.618
H 5.30 -0.63 2.30 0.462
H -1.44 -5.99 0.98 0.441
H 2.57 5.75 4.56 0.338
H 0.37 -3.72 -8.42 0.373
H 0.23 3.85 2.79 -0.139
H -5.32 2.49 -2.32 0.155
H -0.38 -0.89 -1.38 -0.346
H -1.70 0.35 -0.18 -1.087
H -5.10 1.32 3.45 0.073
H -4.10 -2.47 0.96 0.161
H -0.38 -2.20 -7.80 0.259
H -2.13 3.31 -3.78 0.378
H 1.36 -1.14 -1.80 0.090
H -6.45 0.74 4.51 0.276
H 3.18 3.83 3.60 -0.008
H 2.90 2.75 5.01 0.514
H -3.04 1.02 5.49 0.350
H -4.56 -2.52 -4.70 0.525
H 5.95 -4.04 -1.56 0.411
H 3.74 -4.66 2.77 0.239
H -5.98 4.09 -2.61 0.360
H -4.90 0.83 0.74 0.302
H -3.08 -3.35 -7.34 0.271
H -1.23 -3.21 -8.99 0.422
H 6.39 0.06 -2.58 0.436
H 0.95 6.15 5.26 0.298
H -0.99 2.96 -2.43 0.068
H 0.27 1.87 -0.55 -0.036
H -3.53 0.07 -1.58 -0.971
H 0.94 -3.92 -3.68 0.298
H 4.85 0.97 -4.59 0.300
H 7.25 -2.24 -2.45 0.366
H 6.34 2.01 1.56 0.211
H 3.54 3.96 -1.89 0.467
H 4.37 -4.29 4.45 0.323
H 1.84 3.55 -1.69 -0.050
H -7.55 -0.78 -5.07 0.263
H -1.79 2.67 0.64 0.282
H -2.33 -5.72 -0.56 0.314
H 6.52 0.57 -4.84 0.303
H 5.22 -3.52 -3.10 0.414
H 1.44 5.51 0.97 0.226
H -0.78 -3.61 1.18 -0.024
H -2.32 5.70 -2.97 0.268
H -1.44 -5.16 -7.44 0.419
H 1.49 -2.18 -4.18 0.209
H 4.60 0.88 0.72 0.242
H 2.82 -5.45 -0.45 0.231
H 3.51 -0.24 4.06 0.467
H 0.48 0.40 -2.15 0.478
H 2.19 -4.28 -1.72 -0.046
H -0.33 -1.18 1.13 -0.378
H -0.48 4.09 -3.84 0.355
H -3.96 4.75 -1.32 0.399
H -6.30 -1.16 3.48 0.545
H -7.16 -1.33 1.94 0.440
H 0.70 -4.74 -6.33 0.528
H 5.29 -0.10 -5.89 0.295



Most stable to least stable, the ends of the list are y and x.